Record 1
Density functional theory data (the ωB97M-V functional and the def2-TZVPD basis) for a molecular structure, C11H17GeN3O3S2SeW in a non-equilibrium geometry.

CARTESIAN COORDINATES (ANGSTROEM)
W -0.055 -0.374 -1.106
S -0.787 -2.548 -0.115
C -1.795 -2.933 -1.378
C -2.997 -3.645 -1.108
N -3.970 -4.221 -0.891
C -1.445 -2.689 -2.778
S -0.088 -1.857 -3.190
C -2.299 -3.222 -3.786
N -2.988 -3.651 -4.601
O -1.243 0.438 -2.524
N -2.109 -0.239 -1.775
O -1.959 0.177 -0.543
C 2.983 0.573 -2.513
C 1.894 -0.103 -1.801
O 1.877 -1.240 -1.336
H 3.956 0.304 -2.100
H 2.836 1.647 -2.564
H 2.947 0.188 -3.542
C -1.790 -0.490 2.698
Ge -0.315 0.642 2.154
C 0.581 1.454 3.680
C 1.233 -0.464 1.299
C -0.868 2.187 1.023
Se 0.074 2.276 -0.676
C 1.794 2.836 0.046
H -1.424 -1.281 3.353
H -2.360 -0.928 1.883
H -2.459 0.145 3.282
H 0.880 0.706 4.414
H -0.113 2.142 4.165
H 1.466 2.018 3.382
H 1.599 -0.616 2.321
H 2.055 0.052 0.810
H 1.162 -1.492 0.949
H -0.629 3.113 1.547
H -1.929 2.181 0.794
H 2.183 2.125 0.768
H 1.609 3.794 0.531
H 2.491 2.992 -0.771

Properties
LUMO energy (Ha): -0.383
Total energy (Ha): -6160.30209
Net charge: +2
ΔE to the lowest compared entry with this formula, charge and spin (kJ/mol): 49.4
Multiplicity: 1
HOMO-LUMO gap (eV): 5.801

---

Record 2
Density functional theory data (the ωB97M-V functional and the def2-TZVPD basis) for a molecular structure, C11H17IrN10OSe4 in a non-equilibrium geometry.

CARTESIAN COORDINATES (ANGSTROEM)
Ir -0.322 1.110 -0.092
Se -0.643 3.692 1.524
Se -0.448 5.109 -0.074
Se -1.779 4.257 -1.719
Se -2.360 2.293 -0.791
C -1.735 -3.959 -1.374
N -1.859 -2.529 -1.626
C -3.136 -2.013 -2.112
C -0.911 -1.642 -1.275
N -0.927 -0.376 -1.543
N 0.192 -2.160 -0.593
C 1.271 -1.437 -0.121
N 2.332 -2.198 0.243
N 1.259 -0.156 0.008
H -2.473 -4.482 -1.975
H -1.909 -4.208 -0.324
H -0.760 -4.335 -1.688
H -3.884 -2.794 -2.021
H -3.080 -1.712 -3.160
H -3.457 -1.161 -1.511
H -1.681 -0.090 -2.152
H 0.216 -3.149 -0.425
H 2.417 -3.147 -0.077
H 3.187 -1.743 0.518
H 2.136 0.232 0.352
N -1.933 0.710 3.737
C -0.724 0.103 3.978
C -0.128 -0.023 2.769
N -0.958 0.501 1.798
C -2.038 0.934 2.418
H -2.619 0.958 4.429
H -0.397 -0.166 4.966
H 0.834 -0.437 2.533
H -2.892 1.388 1.944
N 2.788 2.394 -2.297
C 2.201 2.436 -1.086
O 0.924 2.623 -1.076
C 3.014 2.256 0.058
C 4.368 1.872 -0.113
N 5.439 1.493 -0.316
C 2.465 2.337 1.358
N 2.010 2.404 2.416
H 3.786 2.310 -2.396
H 2.212 2.508 -3.112

Properties
LUMO energy (alpha / beta) (Ha): -0.145 / -0.167
Total energy (Ha): -10762.06170
Net charge: +1
ΔE to the lowest compared entry with this formula, charge and spin (kJ/mol): 308.5
Multiplicity: 2
HOMO-LUMO gap (alpha / beta) (eV): 6.032 / 5.837

---

Record 3
Density functional theory data (the ωB97M-V functional and the def2-TZVPD basis) for a single C11H17N2OP molecule in a non-equilibrium geometry.

CARTESIAN COORDINATES (ANGSTROEM)
C -2.861 1.150 -1.411
C -2.988 0.735 -0.049
C -1.618 1.523 -1.836
C -1.894 0.880 0.771
C -0.493 1.588 -1.104
C -0.616 1.208 0.307
C 2.510 0.108 0.481
C 1.735 1.295 1.099
C 0.825 1.961 -1.654
C -0.400 -3.380 0.278
C -0.372 -1.863 -0.033
N 2.146 -1.143 1.188
N 0.348 1.104 1.282
O 0.293 -2.010 2.834
P 0.560 -1.294 1.615
H -3.739 1.102 -2.138
H -3.972 0.503 0.265
H -1.465 1.520 -2.911
H -2.007 0.658 1.809
H 2.257 -0.081 -0.635
H 3.556 0.313 0.476
H 2.135 1.171 2.138
H 2.012 2.218 0.676
H 1.562 1.080 -1.652
H 0.791 2.189 -2.724
H 1.419 2.718 -1.076
H -0.058 -3.805 -0.620
H 0.214 -3.673 1.180
H -1.386 -3.701 0.530
H -1.356 -1.521 -0.330
H 0.233 -1.525 -0.866
H 2.629 -1.031 2.111

Properties
LUMO energy (alpha / beta) (Ha): 0.005 / 0.005
Total energy (Ha): -955.37941
ΔE to the lowest compared entry with this formula, charge and spin (kJ/mol): 54.1
Multiplicity: 1
HOMO-LUMO gap (alpha / beta) (eV): 7.483 / 7.484

---

Record 4
Density functional theory data (the ωB97M-V functional and the def2-TZVPD basis) for a single C11H17N3O3S molecule in a non-equilibrium geometry.

CARTESIAN COORDINATES (ANGSTROEM)
C 2.220 2.106 -4.523
C 2.740 0.719 -4.163
C 1.765 -0.081 -3.300
C 0.475 -0.438 -4.035
C -0.407 -1.391 -3.215
C -0.857 -0.750 -1.956
N -1.694 0.224 -1.899
N -1.944 0.666 -0.676
C -1.291 0.024 0.235
N -1.390 0.292 1.572
C -0.709 -0.404 2.520
O 0.052 -1.313 2.288
C -1.050 0.123 3.921
O -1.825 1.037 4.079
O -0.401 -0.524 4.859
C -0.645 -0.145 6.219
C -1.882 -0.842 6.767
S -0.255 -1.245 -0.376
H 2.985 2.669 -5.053
H 1.951 2.656 -3.623
H 1.343 2.042 -5.161
H 3.680 0.825 -3.616
H 2.953 0.162 -5.078
H 2.257 -1.003 -2.978
H 1.525 0.496 -2.404
H 0.719 -0.921 -4.983
H -0.099 0.464 -4.243
H 0.144 -2.302 -2.980
H -1.289 -1.652 -3.805
H -2.009 1.040 1.872
H -0.765 0.942 6.268
H 0.253 -0.450 6.759
H -1.782 -1.919 6.663
H -2.001 -0.595 7.818
H -2.767 -0.514 6.227

Properties
LUMO energy (Ha): -0.001
Total energy (Ha): -1217.54900
SMILES: CCCCCc1nnc(NC(=O)C(=O)OCC)s1
ΔE to the lowest compared entry with this formula, charge and spin (kJ/mol): 44.2
Multiplicity: 1
HOMO-LUMO gap (eV): 9.103

---

Question: Which value of ΔE to the lowest compared entry with this formula, charge and spin does entry 2 give?
Answer: 308.5 kJ/mol